No. 1
Below is a cluster of 2 separate species, C5H6F3NO in total in a non-equilibrium geometry, with properties calculated with ωB97M-V with the def2-TZVPD basis set.

Its gap between HOMO and LUMO (spin up / spin down) is 0.31388 / 0.21173 Eh. The calculation puts the HOMO energy (spin up / spin down) at -9.18 / -7.29 eV. Its energy is -16967.80742 eV. The value obtained for the LUMO energy (spin up / spin down) is -0.6 / -1.5 eV. The maximum force is 3.88 eV/Å. The energy relative to the best compared isomer or geometry (same formula, charge and spin) comes out at 3.909 eV.

```
! RIJCOSX wB97M-V def2-TZVPD def2/J DEFGRID3
* xyz 0 1
C -1.16 -0.65 1.04
C -0.43 0.48 1.55
C 0.11 -0.05 -0.52
C 0.66 0.05 -1.91
C 1.76 -2.02 0.90
N -0.79 -0.95 -0.19
O 0.27 0.93 0.40
F 2.94 -1.43 1.45
F 0.92 -2.06 2.04
F 2.07 -3.27 0.60
H -1.66 -1.43 1.77
H -1.12 1.20 1.99
H 0.43 0.28 2.21
H -0.21 0.57 -2.42
H 0.82 -0.93 -2.50
H 1.75 0.48 -1.78
*
```

---

No. 2
Below is a structure of composition C46H33Cl2IN7O4Ta in a non-equilibrium geometry, with properties calculated with ωB97M-V with the def2-TZVPD basis set.

Its gap between HOMO and LUMO is 0.17301 Eh. The calculation puts the HOMO energy at -12.41 eV. Its energy is -101548.20478 eV. The value obtained for the LUMO energy is -7.7 eV. The maximum force is 1.28 eV/Å. The energy relative to the best compared isomer or geometry (same formula, charge and spin) comes out at 0.212 eV.

```
! RIJCOSX wB97M-V def2-TZVPD def2/J DEFGRID3
* xyz 2 1
Ta 0.11 -0.03 0.61
C 1.15 -4.60 -2.87
C 2.00 -3.62 -2.40
C 1.62 -2.79 -1.34
C 0.38 -2.95 -0.73
C -0.48 -3.94 -1.23
C -0.10 -4.75 -2.28
N -0.10 -2.10 0.33
C -0.91 -2.72 1.29
C -0.82 -4.04 1.73
C -1.74 -4.52 2.64
C -2.80 -3.74 3.13
C -2.90 -2.43 2.74
C -1.92 -1.93 1.88
N -1.89 -0.64 1.39
N -2.85 0.15 1.52
C -2.69 1.30 0.73
C -3.73 2.20 0.67
C -3.63 3.27 -0.21
C -2.49 3.39 -0.99
C -1.48 2.45 -0.86
N -1.57 1.41 -0.02
H 1.45 -5.24 -3.69
H 2.98 -3.49 -2.84
H 2.33 -2.05 -1.01
H -1.46 -4.07 -0.79
H -0.78 -5.51 -2.64
H -0.04 -4.68 1.34
H -1.65 -5.55 2.97
H -3.52 -4.17 3.82
H -3.67 -1.77 3.11
H -4.60 2.04 1.29
H -4.43 3.99 -0.29
H -2.37 4.20 -1.69
H -0.57 2.52 -1.43
O 3.86 -1.57 0.91
C 2.77 -1.20 1.23
O 2.00 -0.41 0.46
C 2.09 -1.52 2.52
C 2.71 -2.38 3.41
C 2.07 -2.65 4.59
C 0.86 -1.99 4.88
C 0.23 -2.18 6.14
C -0.89 -1.48 6.46
C -1.42 -0.56 5.53
C -0.85 -0.38 4.30
C 0.31 -1.10 3.93
N 0.91 -0.93 2.70
H 3.67 -2.80 3.14
H 2.49 -3.34 5.31
H 0.68 -2.87 6.84
H -1.36 -1.60 7.42
H -2.29 0.03 5.80
H -1.27 0.36 3.63
I -2.35 -1.09 -2.03
C -0.49 -0.33 -2.56
C -0.22 -0.27 -3.92
C 0.99 0.24 -4.35
C 1.89 0.70 -3.40
C 1.57 0.60 -2.07
N 0.39 0.09 -1.63
H -0.96 -0.63 -4.62
H 1.22 0.29 -5.40
H 2.85 1.12 -3.68
H 2.26 0.93 -1.31
Cl 4.75 2.13 0.60
C 4.95 1.36 2.14
C 6.04 0.52 2.32
C 6.20 -0.16 3.51
C 5.27 -0.01 4.52
C 4.19 0.83 4.34
Cl 3.02 1.00 5.62
C 4.01 1.57 3.16
N 2.89 2.39 3.00
C 3.02 3.78 2.69
C 4.21 4.48 2.86
C 4.30 5.80 2.46
C 3.21 6.44 1.88
C 2.02 5.75 1.73
C 1.91 4.43 2.14
C 0.59 3.71 2.08
C 0.59 2.33 1.52
O -0.08 1.39 2.12
O 1.04 1.99 0.39
H 6.74 0.41 1.50
H 7.06 -0.81 3.65
H 5.37 -0.54 5.46
H 2.22 2.25 3.75
H 5.07 3.99 3.30
H 5.23 6.34 2.59
H 3.28 7.47 1.56
H 1.15 6.24 1.31
H -0.10 4.29 1.45
H 0.12 3.63 3.07
*
```

---

No. 3
Below is the ion C6H13N2O with charge +1 in a non-equilibrium geometry, with properties calculated with ωB97M-V with the def2-TZVPD basis set.

Its gap between HOMO and LUMO is 0.30179 Eh. The calculation puts the HOMO energy at -12.70 eV. Its energy is -11450.43421 eV. The value obtained for the LUMO energy is -4.5 eV. The maximum force is 3.93 eV/Å. The energy relative to the best compared isomer or geometry (same formula, charge and spin) comes out at 4.280 eV.

```
! RIJCOSX wB97M-V def2-TZVPD def2/J DEFGRID3
* xyz 1 1
C 1.32 0.62 -1.12
C 0.58 -0.53 -0.42
C -0.23 -0.12 0.87
C 0.57 0.19 2.00
C -2.38 -0.90 -0.39
C -1.64 -0.53 0.99
N 0.96 1.81 -0.81
N 2.22 0.25 -2.03
O -0.10 1.93 0.01
H -0.12 -1.01 -1.11
H 1.30 -1.25 -0.09
H 0.11 0.91 2.65
H 1.53 0.59 1.64
H 0.87 -0.65 2.67
H -2.60 0.05 -1.08
H -3.31 -1.27 -0.11
H -1.97 -1.80 -0.94
H -1.63 -1.39 1.82
H -2.08 0.31 1.46
H 1.35 2.59 -1.21
H 2.50 -0.74 -2.25
H 2.74 0.95 -2.54
*
```

---

No. 4
Below is a cluster of 11 separate species, C29H64Br20NO4P2 in total in a non-equilibrium geometry, with properties calculated with ωB97M-V with the def2-TZVPD basis set.

Its gap between HOMO and LUMO is 0.30566 Eh. The calculation puts the HOMO energy at -11.09 eV. Its energy is -1460215.08166 eV. The value obtained for the LUMO energy is -2.8 eV. The maximum force is 5.63 eV/Å.

```
! RIJCOSX wB97M-V def2-TZVPD def2/J DEFGRID3
* xyz 1 1
C 5.42 -5.07 0.68
O 6.06 -4.01 -0.01
C 5.15 -3.24 -0.78
C 4.02 -2.56 0.04
C 3.06 -1.70 -0.86
C 2.17 -0.79 0.04
C 1.41 -1.54 1.20
C -0.14 -1.35 1.04
C -0.89 -2.32 2.03
P -1.86 -3.67 1.21
C -3.45 -2.92 0.50
N -3.76 -3.36 -0.85
P -0.71 -4.87 -0.21
O -1.16 -4.73 -1.64
O 0.92 -4.59 -0.13
O -0.95 -6.48 0.22
H 4.50 -5.36 0.12
H 5.07 -4.68 1.66
H 6.09 -5.93 0.85
H 4.76 -3.88 -1.60
H 5.76 -2.45 -1.28
H 4.43 -1.89 0.82
H 3.39 -3.37 0.46
H 2.42 -2.33 -1.51
H 3.67 -1.04 -1.52
H 1.40 -0.25 -0.55
H 2.80 -0.01 0.52
H 1.61 -2.63 1.24
H 1.77 -1.14 2.17
H -0.44 -1.45 -0.02
H -0.35 -0.31 1.39
H -0.19 -2.72 2.79
H -1.64 -1.70 2.58
H -2.28 -4.55 2.25
H -3.35 -1.81 0.55
H -4.30 -3.23 1.14
H -3.70 -2.57 -1.48
H -4.66 -3.82 -0.90
H 1.32 -5.19 -0.77
H -0.55 -6.64 1.09
Br -2.87 0.32 -1.18
C -3.64 1.99 -0.53
C -3.75 2.00 0.97
Br -5.25 0.91 1.57
H -4.59 2.12 -1.04
H -2.95 2.76 -0.87
H -3.96 3.00 1.33
H -2.86 1.61 1.46
Br -2.46 4.74 -2.47
C -3.23 6.43 -1.86
C -3.37 6.46 -0.37
Br -4.90 5.40 0.22
H -4.17 6.55 -2.39
H -2.53 7.19 -2.20
H -3.59 7.47 -0.02
H -2.50 6.08 0.16
Br -3.69 0.89 -5.60
C -1.85 0.36 -5.94
C -0.93 0.81 -4.83
Br -0.56 2.72 -4.94
H -1.58 0.78 -6.91
H -1.86 -0.72 -6.01
H 0.04 0.33 -4.92
H -1.34 0.63 -3.84
Br 0.03 9.09 -0.82
C 0.42 8.39 -2.60
C 1.20 7.11 -2.53
Br 3.07 7.44 -2.10
H 0.93 9.18 -3.15
H -0.56 8.22 -3.06
H 1.21 6.61 -3.50
H 0.82 6.41 -1.78
Br 6.34 8.71 -0.47
C 5.55 9.45 1.14
C 4.30 10.23 0.83
Br 4.72 11.98 0.07
H 6.31 10.04 1.63
H 5.31 8.58 1.76
H 3.74 10.45 1.74
H 3.64 9.73 0.12
Br -4.51 -1.83 3.60
C -4.34 -1.85 5.54
C -2.99 -1.35 5.98
Br -1.61 -2.70 5.70
H -4.55 -2.86 5.87
H -5.13 -1.19 5.91
H -2.99 -1.16 7.05
H -2.67 -0.46 5.45
Br -3.09 -2.05 9.87
C -4.43 -3.45 9.99
C -3.87 -4.79 9.59
Br -3.71 -4.99 7.65
H -5.28 -3.14 9.39
H -4.72 -3.47 11.04
H -4.55 -5.59 9.89
H -2.89 -4.98 10.01
Br 2.31 -0.63 -4.23
C 3.40 -0.99 -5.80
C 2.58 -0.92 -7.06
Br 1.47 -2.51 -7.28
H 3.86 -1.96 -5.65
H 4.17 -0.22 -5.80
H 3.22 -0.90 -7.94
H 1.91 -0.06 -7.09
Br 3.43 2.70 -7.08
C 5.03 3.62 -6.45
C 6.28 2.88 -6.86
Br 6.58 1.32 -5.73
H 4.93 3.74 -5.38
H 5.00 4.60 -6.93
H 7.16 3.51 -6.71
H 6.26 2.53 -7.88
Br -1.45 -6.68 3.83
C -3.14 -7.30 4.58
C -3.88 -8.17 3.61
Br -4.71 -7.09 2.21
H -3.69 -6.41 4.88
H -2.86 -7.86 5.47
H -4.70 -8.68 4.10
H -3.24 -8.89 3.11
*
```

---

No. 5
Below is a cluster of 2 separate species, C3H9N2O in total in a non-equilibrium geometry, with properties calculated with ωB97M-V with the def2-TZVPD basis set.

Its gap between HOMO and LUMO is 0.37355 Eh. The calculation puts the HOMO energy at -14.38 eV. Its energy is -8273.72242 eV. The value obtained for the LUMO energy is -4.2 eV. The maximum force is 2.85 eV/Å. The energy relative to the best compared isomer or geometry (same formula, charge and spin) comes out at 5.351 eV.

```
! RIJCOSX wB97M-V def2-TZVPD def2/J DEFGRID3
* xyz 1 1
C 0.89 -0.89 -0.25
C 0.68 1.40 0.49
C -2.39 -0.12 0.77
N -3.47 -0.31 0.31
N 0.11 0.38 -0.42
O -4.25 -0.29 -0.56
H 1.95 -0.54 -0.13
H 0.36 -1.51 0.52
H 0.87 -1.56 -1.22
H 0.84 0.99 1.49
H 1.61 1.80 0.16
H -0.06 2.24 0.51
H -1.80 -0.03 1.66
H -0.86 0.24 -0.10
H 0.07 0.69 -1.43
*
```